Entry 1:
DFT (the ωB97M-V functional and the def2-TZVPD basis) results for a structure of composition C26H29CaN7O4S3Sb in a non-equilibrium geometry.

The geometry in XYZ format:
```
71
Properties=species:S:1:pos:R:3:mulliken_charge:R:1
Ca -0.1087 1.2240 -0.6310 1.309
C 0.9942 -1.0339 2.0759 -0.777
N 0.8211 0.4009 1.9286 0.497
C 2.0184 1.2638 2.0509 -0.791
C 1.8913 2.5332 1.2168 0.470
N 1.9204 2.5825 -0.0683 -0.682
C 1.8244 3.9537 -0.4024 1.014
C 1.9543 4.5729 -1.6356 -1.191
C 1.9043 5.9607 -1.6173 -0.324
C 1.7576 6.7363 -0.4020 -0.752
C 1.6584 6.0158 0.7897 -0.660
C 1.7725 4.6479 0.7955 0.297
N 1.7317 3.7472 1.7802 0.042
C 1.4856 -1.5475 0.8120 -0.070
N 1.3010 -0.9774 -0.3914 0.739
C 2.0801 -1.7714 -1.2621 0.116
C 2.3348 -1.5808 -2.6143 -0.355
C 3.0374 -2.5339 -3.3166 -0.581
C 3.4937 -3.6788 -2.6886 -0.521
C 3.2262 -3.8623 -1.3410 -0.798
C 2.5957 -2.8703 -0.5947 0.283
N 2.1955 -2.6994 0.7143 -0.024
H 0.0663 -1.4725 2.3860 -0.162
H 1.6320 -1.3293 2.9345 0.294
H 0.0473 0.7389 2.5443 -0.190
H 2.8558 0.6559 1.8169 0.361
H 2.1228 1.6749 3.0492 0.350
H 2.1180 4.0177 -2.5247 0.483
H 1.9871 6.4077 -2.5897 0.387
H 1.4752 7.8351 -0.4935 0.280
H 1.5554 6.5203 1.7242 0.435
H 1.2059 3.8424 2.6177 0.267
H 1.8520 -0.6922 -3.0621 0.372
H 3.1404 -2.4201 -4.4093 0.384
H 4.0926 -4.3056 -3.3038 0.422
H 3.7358 -4.7484 -0.8527 0.224
H 2.4206 -3.3396 1.4616 0.235
C -1.9410 -2.3318 -0.8057 -0.421
C -1.5825 -1.7448 -2.1118 -0.035
N -1.1310 -0.4933 -2.1336 -0.198
C -0.7819 -0.2215 -3.4365 -0.080
C -0.9331 -1.3247 -4.2112 0.268
N -1.5452 -2.2458 -3.3678 -0.062
C -0.5831 -1.7250 -5.6050 0.506
O 0.0041 -0.8879 -6.3773 -0.620
O -0.7080 -2.9300 -5.8625 -0.696
C 0.0368 0.9598 -3.7782 0.584
O 0.4140 1.0600 -4.9782 -0.853
O 0.3393 1.7419 -2.8825 -0.729
H -2.8391 -2.9642 -0.8497 0.483
H -2.1887 -1.4689 -0.1912 -0.329
H -1.0741 -2.8834 -0.3695 0.095
H -1.8937 -3.1201 -3.6907 0.182
H 0.2384 -0.0118 -5.7965 0.439
S -1.4558 3.4917 0.4514 -0.244
C -1.6451 2.2697 1.6494 0.056
S -2.2940 0.6442 1.1998 -0.196
S -1.1438 2.5126 3.2437 -0.556
C -4.1161 -2.3158 2.4086 -1.342
Sb -2.7115 -1.5741 3.8394 0.628
C -3.2325 -2.9436 5.5013 -1.333
C -4.0093 0.0973 4.4015 -1.196
H -3.9343 -3.3281 2.0699 0.412
H -4.1624 -1.6565 1.5372 0.319
H -5.1165 -2.2835 2.8827 0.428
H -4.2387 -3.3957 5.5926 0.355
H -2.8003 -2.5449 6.3811 0.387
H -2.5901 -3.8536 5.3428 0.320
H -3.3616 0.9072 4.6987 0.324
H -4.5999 -0.4322 5.1793 0.415
H -4.6164 0.5288 3.5716 0.306
```

Results
Multiplicity: 1
HOMO-LUMO gap (eV): 6.28
E_HOMO (eV): -4.2
Largest force on an atom (eV Å⁻¹): 3.033
Energy above the lowest of the compared OMol25 structures with the same formula, charge and spin (eV): 0.000
Charge: -1
LUMO energy (eV): 2.05

***

Entry 2:
DFT (the ωB97M-V functional and the def2-TZVPD basis) results for a structure of composition C26H29ClF6NO7P2S3Ti.

The geometry in XYZ format:
```
76
Properties=species:S:1:pos:R:3:mulliken_charge:R:1
Ti -0.3776 -0.5881 -0.1979 -0.357
C 2.8628 -0.7237 -1.9045 -1.802
P 2.1810 -0.1318 -0.3190 1.915
C 2.9169 1.5294 -0.2280 -1.480
C 3.0485 -1.0234 0.9964 0.480
C 4.3742 -1.4328 0.9107 -0.990
C 4.9680 -2.0710 1.9884 -0.835
C 4.2458 -2.2894 3.1534 -0.811
C 2.9258 -1.8757 3.2477 -1.126
C 2.3186 -1.2437 2.1663 0.351
P 0.5935 -0.6739 2.1751 2.158
C -0.2553 -1.7621 3.3513 -1.586
C 0.6132 0.9345 3.0138 -1.176
H 3.8759 -0.3406 -2.0355 0.573
H 2.2518 -0.3363 -2.7199 0.436
H 2.8931 -1.8105 -1.9567 0.392
H 4.0020 1.4133 -0.1970 0.647
H 2.5971 2.0636 0.6636 0.201
H 2.6479 2.1165 -1.1044 0.443
H 4.9457 -1.2667 0.0059 0.423
H 5.9956 -2.4013 1.9200 0.433
H 4.7128 -2.7892 3.9911 0.432
H 2.3765 -2.0596 4.1614 0.374
H -0.1906 -2.7995 3.0265 0.399
H -1.3028 -1.4787 3.4106 0.436
H 0.1897 -1.6692 4.3425 0.565
H 1.0833 0.8459 3.9941 0.529
H -0.4084 1.2958 3.1267 0.351
H 1.1674 1.6567 2.4156 0.159
C 2.9122 6.7239 -1.0462 -1.522
C 2.0174 5.5203 -1.0340 0.980
C 1.4588 5.0523 0.1511 -0.890
C 0.6183 3.9488 0.1628 -0.296
C 0.3396 3.3101 -1.0302 0.003
C 0.8585 3.7694 -2.2366 -0.793
C 1.7032 4.8637 -2.2271 -0.756
S -0.7546 1.9461 -1.0897 1.400
O -1.9891 2.3674 -1.6429 -0.643
O -0.7882 1.3742 0.3173 -0.630
O -0.0825 0.8078 -1.8194 -0.375
H 3.2331 6.9924 -0.0417 0.369
H 2.3864 7.5805 -1.4713 0.327
H 3.7968 6.5483 -1.6579 0.379
H 1.6800 5.5613 1.0806 0.378
H 0.1823 3.5964 1.0883 0.557
H 0.6078 3.2762 -3.1672 0.502
H 2.1193 5.2245 -3.1591 0.418
Cl -3.5500 -3.9511 -4.3181 -0.180
C -2.4262 -3.4861 -3.1067 0.567
C -2.5608 -4.0069 -1.8155 -0.895
C -1.6302 -3.6882 -0.8558 -0.631
C -0.5219 -2.8760 -1.1680 -0.031
C 0.5008 -2.5397 -0.1595 -0.739
C -0.4375 -2.3394 -2.4601 0.543
C -1.3871 -2.6337 -3.4287 -1.408
H -3.3993 -4.6499 -1.5889 0.435
H -1.7369 -4.0799 0.1476 0.320
H 1.5098 -2.6242 -0.5527 0.843
H 0.4224 -3.1192 0.7570 0.612
H 0.4050 -1.7138 -2.7383 0.163
H -1.3062 -2.2273 -4.4263 0.494
F -3.8239 1.6400 0.4247 -0.162
C -3.6936 0.6049 1.2222 0.579
F -4.8462 0.3068 1.7929 -0.202
F -2.8086 0.8839 2.1820 -0.199
S -3.0823 -0.9005 0.2534 1.433
O -2.4390 -0.4345 -0.9810 -0.614
O -1.9388 -1.3815 1.0768 -0.504
N -4.2176 -1.8844 0.1471 -0.192
S -5.4544 -1.5797 -0.8952 0.880
O -5.7760 -0.1944 -0.9200 -0.585
O -5.2576 -2.3273 -2.0877 -0.528
C -6.7789 -2.4369 0.0682 0.684
F -6.4763 -3.7157 0.2360 -0.218
F -7.9025 -2.3348 -0.6310 -0.202
F -6.9380 -1.8626 1.2505 -0.206
```

Results
Multiplicity: 1
HOMO-LUMO gap (eV): 7.64
E_HOMO (eV): -11.4
Largest force on an atom (eV Å⁻¹): 0.611
Energy above the lowest of the compared OMol25 structures with the same formula, charge and spin (eV): 0.733
Charge: +1
LUMO energy (eV): -3.79

***

Entry 3:
DFT (the ωB97M-V functional and the def2-TZVPD basis) results for a structure of composition C26H29F4N5O6SV in a non-equilibrium geometry.

The geometry in XYZ format:
```
72
Properties=species:S:1:pos:R:3:mulliken_spin:R:1
V 1.7263 0.2187 -0.1911 2.671
C 4.3961 -0.6415 0.6326 0.011
C 3.6859 -0.4089 1.9548 0.036
N 2.2455 -0.5511 1.7133 -0.018
C 1.4016 0.1756 2.6482 0.000
C 1.3603 1.6301 2.2403 0.094
C 1.0353 2.5933 3.1755 -0.013
C 0.9800 3.9213 2.7922 0.029
C 1.2821 4.2224 1.4798 -0.008
C 1.6075 3.2126 0.5845 0.124
C 1.9183 3.6176 -0.8335 -0.023
N 2.8035 2.7122 -1.5051 0.049
C 4.2120 2.6916 -1.1760 0.009
C 4.5330 1.6384 -0.1084 0.020
N 3.9050 0.3222 -0.3675 -0.018
N 1.6427 1.9082 0.9445 -0.090
H 5.4832 -0.5661 0.7427 0.003
H 4.1505 -1.6330 0.2522 -0.009
H 4.0461 -1.1171 2.7062 0.000
H 3.8827 0.5995 2.3247 -0.003
H 2.0113 -1.5465 1.7127 0.001
H 0.3891 -0.2316 2.5893 0.003
H 1.7414 0.0839 3.6865 0.003
H 0.8239 2.2943 4.1938 0.000
H 0.7323 4.6959 3.5053 0.002
H 1.2725 5.2495 1.1395 0.000
H 0.9775 3.6003 -1.3917 -0.003
H 2.2931 4.6519 -0.8185 0.001
H 2.6509 2.7289 -2.5004 0.005
H 4.7727 2.4547 -2.0779 0.001
H 4.5632 3.6645 -0.8047 0.001
H 5.6199 1.5074 -0.0564 0.002
H 4.1736 1.9948 0.8556 -0.004
H 3.7498 0.0587 -2.2931 0.001
C -4.3775 -3.9978 1.2326 0.001
C -4.0796 -3.6254 -0.2226 -0.002
C -5.3224 -3.1998 -0.9928 0.000
C -5.8899 -1.9028 -0.4319 0.000
C -4.8107 -0.8542 -0.3702 -0.003
C -5.1390 0.4845 -0.3995 0.006
C -4.1456 1.4557 -0.3571 0.001
F -4.5127 2.7480 -0.4033 0.000
C -2.8227 1.1272 -0.2734 0.007
C -2.4679 -0.2250 -0.2264 -0.013
C -1.0676 -0.5859 -0.1109 0.005
O -0.1828 0.3037 -0.0043 0.008
C -0.7664 -1.9794 -0.0811 0.004
C -1.7717 -2.8865 -0.1193 0.016
N -3.0729 -2.5548 -0.2585 0.016
C -3.4551 -1.2257 -0.2875 0.007
C 0.6932 -2.3583 0.0490 0.028
O 1.0126 -3.1577 0.9345 0.001
O 1.4907 -1.7302 -0.7212 0.010
H -5.1896 -4.7234 1.2867 0.000
H -4.6579 -3.1112 1.8023 0.000
H -3.4920 -4.4298 1.6990 0.000
H -3.6445 -4.4885 -0.7283 0.000
H -6.0608 -3.9999 -0.9422 0.000
H -5.0591 -3.0533 -2.0429 0.000
H -6.3023 -2.0694 0.5673 0.000
H -6.7092 -1.5468 -1.0565 0.000
H -6.1763 0.7886 -0.4645 0.001
H -2.0440 1.8771 -0.2640 0.001
H -1.5564 -3.9458 -0.0576 0.002
F 1.2405 -2.0898 -3.4631 0.001
C 0.4434 -1.0226 -3.3915 -0.003
F 0.2181 -0.6012 -4.6398 -0.001
F -0.7483 -1.4264 -2.9052 0.001
S 1.2375 0.4351 -2.4484 -0.013
O 4.4258 -0.1572 -1.5954 0.009
O 2.4372 0.4884 -3.3309 0.016
O 0.2569 1.4880 -2.7312 0.020
```

Results
Multiplicity: 4
HOMO-LUMO gap (alpha / beta) (eV): 6.45 / 7.82
E_HOMO (alpha / beta) (eV): -6.6 / -8.0
Largest force on an atom (eV Å⁻¹): 2.478
LUMO energy (alpha / beta) (eV): -0.13 / -0.22

***

Entry 4:
DFT (the ωB97M-V functional and the def2-TZVPD basis) results for a structure of composition C26H29FIN4O6PPtTe in a non-equilibrium geometry.

The geometry in XYZ format:
```
70
Properties=species:S:1:pos:R:3:mulliken_charge:R:1
Pt 0.0977 -1.3221 -0.2696 -0.072
C -2.1499 6.3056 -1.5717 -1.879
C -1.1400 6.3563 -0.4350 0.615
C 0.0200 7.2747 -0.7859 -0.958
C 0.9904 7.3705 0.3762 -1.070
C 1.4419 5.9983 0.7922 1.105
C 2.6608 5.8126 1.4000 -0.742
C 3.0579 4.5390 1.7934 0.213
F 4.2650 4.4012 2.3823 -0.369
C 2.2685 3.4474 1.6001 -1.039
C 1.0247 3.6051 0.9717 0.373
C 0.1840 2.4125 0.7641 1.015
O 0.4966 1.3260 1.2823 -0.773
C -0.9941 2.6289 -0.0080 0.172
C -1.3408 3.9033 -0.3302 -0.378
N -0.6107 5.0152 -0.0870 0.222
C 0.6135 4.8779 0.5557 -0.583
C -1.9511 1.5428 -0.4896 0.079
O -3.1551 1.8157 -0.4110 -0.744
O -1.4436 0.5098 -1.0178 -0.639
H -2.3586 7.3274 -1.8881 0.440
H -3.0969 5.8547 -1.2823 0.506
H -1.7495 5.7588 -2.4268 0.388
H -1.6351 6.7541 0.4587 0.115
H -0.3792 8.2582 -1.0351 0.369
H 0.5250 6.8849 -1.6749 0.322
H 0.4932 7.8602 1.2198 0.327
H 1.8566 7.9813 0.1200 0.440
H 3.3206 6.6529 1.5759 0.500
H 2.5830 2.4641 1.9136 0.488
H -2.2932 4.0457 -0.8158 0.623
C 2.7051 -6.8421 -0.0744 -1.088
C 2.3329 -6.0648 -1.3158 -0.155
O 0.9022 -5.9372 -1.4244 -0.394
P 0.2176 -4.6053 -0.8377 0.843
O 0.8352 -4.2546 0.4674 -0.507
Te 0.1729 -2.8352 -2.4855 -0.479
O -1.2976 -5.0835 -0.7379 -0.127
C -1.6460 -6.0721 0.2567 -0.070
C -2.6718 -7.0018 -0.3434 -1.284
H 3.7899 -6.9484 -0.0119 0.414
H 2.2627 -7.8388 -0.0991 0.286
H 2.3526 -6.3154 0.8112 0.229
H 2.6514 -6.5783 -2.2227 0.368
H 2.7910 -5.0724 -1.3045 0.136
H -2.0397 -5.5370 1.1228 0.247
H -0.7521 -6.6135 0.5701 0.317
H -3.5544 -6.4463 -0.6612 0.282
H -2.9768 -7.7475 0.3925 0.403
H -2.2573 -7.5156 -1.2103 0.304
I -0.7346 -1.4350 2.7350 0.100
C -2.2273 -1.8763 1.3587 0.230
C -3.5094 -2.1782 1.7769 -0.605
C -4.4721 -2.3916 0.8061 -0.320
C -4.1237 -2.2787 -0.5281 -1.090
C -2.8205 -1.9711 -0.8579 0.265
N -1.8766 -1.7958 0.0760 0.211
H -3.7391 -2.2230 2.8307 0.469
H -5.4889 -2.6247 1.0940 0.443
H -4.8520 -2.4138 -1.3140 0.487
H -2.4988 -1.8503 -1.8776 0.424
N 2.6436 -0.5534 0.8049 0.216
C 3.9742 -0.7003 0.8050 -0.107
C 4.3109 -1.3707 -0.3483 -1.006
C 3.0963 -1.5890 -1.0070 -0.139
N 2.0900 -1.0913 -0.2929 0.156
H 2.0402 0.0289 1.3848 0.205
H 4.5760 -0.3038 1.6047 0.493
H 5.2934 -1.6580 -0.6767 0.392
H 2.8991 -2.0773 -1.9434 0.385
```

Results
Multiplicity: 1
HOMO-LUMO gap (eV): 6.93
E_HOMO (eV): -7.4
Largest force on an atom (eV Å⁻¹): 1.041
Energy above the lowest of the compared OMol25 structures with the same formula, charge and spin (eV): 0.013
LUMO energy (eV): -0.47

***

multiplicity of number 3 (C26H29F4N5O6SV)?
4

***

What is the formula in the first record?
C26H29CaN7O4S3Sb

***

largest force on an atom of number 2 (C26H29ClF6NO7P2S3Ti)?
0.611 eV Å⁻¹

***

What is the formula in the second record?
C26H29ClF6NO7P2S3Ti